[1]
Formula: C4H12N2O2
Source: OMol25
Level of theory: ωB97M-V/def2-TZVPD

Structure (XYZ):
```
20
Properties=species:S:1:pos:R:3
N 1.521 -0.190 -2.457
C 1.230 0.156 -1.047
C 0.071 -0.698 -0.547
C -0.906 -0.070 0.517
N -0.321 1.074 1.169
C -2.190 0.205 -0.261
O -3.089 -0.589 -0.283
H 2.010 -1.078 -2.500
H 2.154 0.502 -2.837
H 1.028 1.223 -1.051
H 2.109 -0.102 -0.450
H 0.421 -1.651 -0.164
H -0.504 -1.003 -1.413
H -1.170 -0.864 1.203
H -0.900 1.409 1.926
H -0.083 1.822 0.538
H -2.236 1.163 -0.824
O 2.485 -0.100 2.440
H 2.138 0.421 1.706
H 1.734 -0.525 2.864
```

Computed properties:
2S+1: 1
Energy above the lowest of the compared OMol25 structures with the same formula, charge and spin, kcal per mole: 51.0
M, Da: 120.2
HOMO level, eV: -9.34
SMILES string: NCC[C@@H](N)C=O.O
Lowest unoccupied orbital energy, eV: 0.7

***

[2]
Formula: ClNO7Rb
Source: OMol25
Level of theory: ωB97M-V/def2-TZVPD

Structure (XYZ):
```
10
Properties=species:S:1:pos:R:3
Rb -1.870 -1.355 -1.100
Cl 1.984 -0.908 -1.232
O 2.032 0.029 -2.314
O 0.909 -0.767 -0.231
O 1.857 -2.203 -1.884
O 3.325 -0.610 -0.769
N -2.106 1.463 1.830
O -2.809 1.921 2.653
O -2.395 0.488 1.189
O -0.929 1.941 1.858
```

Computed properties:
2S+1: 1
Energy above the lowest of the compared OMol25 structures with the same formula, charge and spin, kcal per mole: 35.5
M, Da: 246.9
HOMO level, eV: -4.58
Charge: -1
Lowest unoccupied orbital energy, eV: 1.3

***

[3]
Formula: C5H3NO
Source: OMol25
Level of theory: ωB97M-V/def2-TZVPD

Structure (XYZ):
```
10
Properties=species:S:1:pos:R:3
C 2.293 0.779 0.808
C 1.316 0.843 0.106
C 0.158 0.793 -0.732
C -0.373 -0.396 -0.944
C -1.156 -1.332 -0.479
N -1.952 -0.937 0.727
O -1.864 0.208 1.067
H 3.167 0.700 1.414
H -0.272 1.695 -1.165
H -1.316 -2.354 -0.801
```

Computed properties:
2S+1: 1
Energy above the lowest of the compared OMol25 structures with the same formula, charge and spin, kcal per mole: 124.1
M, Da: 93.1
HOMO level (alpha / beta), eV: -9.17 / -9.17
SMILES string: C#CC=C=CN=O
Lowest unoccupied orbital energy (alpha / beta), eV: -0.6 / -0.6

***

[4]
Formula: C2H4N2S4
Source: OMol25
Level of theory: ωB97M-V/def2-TZVPD

Structure (XYZ):
```
12
Properties=species:S:1:pos:R:3
S -4.045 -0.704 0.088
C -2.552 0.014 0.293
N -1.673 0.237 -0.714
S -0.343 1.275 -0.357
C 0.905 -0.046 -0.242
S 0.518 -1.643 -0.482
N 2.044 0.486 0.067
S 3.512 -0.464 -0.002
H -2.140 0.211 1.317
H -1.933 0.049 -1.722
H 2.245 1.479 0.341
H 3.461 -0.894 1.413
```

Computed properties:
2S+1: 1
Energy above the lowest of the compared OMol25 structures with the same formula, charge and spin, kcal per mole: 20.4
M, Da: 184.3
HOMO level, eV: -8.57
SMILES string: S=CNSC(=S)NS
Lowest unoccupied orbital energy, eV: -0.1

***

[5]
Formula: C7H19ClNSi
Source: OMol25
Level of theory: ωB97M-V/def2-TZVPD

Structure (XYZ):
```
29
Properties=species:S:1:pos:R:3
C -1.999 2.167 -1.341
C -1.260 -0.141 -1.562
C -2.684 0.565 0.425
C 1.901 -2.809 -0.352
C 3.331 -0.977 1.845
C 0.186 0.115 1.148
C -1.563 0.906 -0.437
N -0.212 1.167 0.278
Si 2.310 -1.115 0.288
Cl 2.515 0.377 -1.094
H -2.182 3.076 -0.721
H -1.321 2.401 -2.052
H -2.973 2.010 -1.726
H -2.030 -0.080 -2.307
H -1.004 -1.042 -1.064
H -0.404 0.264 -2.131
H -2.693 -0.476 0.874
H -2.792 1.241 1.340
H -3.589 0.739 -0.311
H 1.102 -2.573 -1.029
H 2.770 -3.370 -0.817
H 1.727 -3.455 0.556
H 3.762 -1.821 2.345
H 4.141 -0.276 1.647
H 2.670 -0.399 2.567
H 0.711 0.551 1.979
H -0.599 -0.516 1.561
H -0.191 2.047 0.656
H 0.370 1.424 -0.565
```

Computed properties:
2S+1: 1
Energy above the lowest of the compared OMol25 structures with the same formula, charge and spin, kcal per mole: 0.0
M, Da: 180.8
HOMO level, eV: -12.84
Charge: +1
Lowest unoccupied orbital energy, eV: -2.7

***

[6]
Formula: C9H11NO2S
Source: OMol25
Level of theory: ωB97M-V/def2-TZVPD

Structure (XYZ):
```
24
Properties=species:S:1:pos:R:3
S 1.365 -1.567 2.159
C 0.483 -0.581 1.156
C -0.864 -0.153 1.596
C -1.361 0.050 2.845
C -2.743 0.363 2.684
C -2.976 0.314 1.349
O -1.843 0.019 0.666
N 0.912 -0.147 -0.056
C 2.117 -0.679 -0.681
C 1.846 -0.926 -2.161
O 1.381 0.240 -2.816
C 0.206 0.717 -2.225
C 0.422 1.042 -0.752
H -0.792 -0.060 3.775
H -3.473 0.586 3.447
H -3.861 0.486 0.731
H 2.918 0.037 -0.564
H 2.383 -1.602 -0.183
H 2.766 -1.223 -2.657
H 1.101 -1.718 -2.246
H -0.606 -0.023 -2.314
H -0.094 1.620 -2.792
H -0.511 1.416 -0.280
H 1.224 1.790 -0.683
```

Computed properties:
2S+1: 1
Energy above the lowest of the compared OMol25 structures with the same formula, charge and spin, kcal per mole: 38.2
M, Da: 197.3
HOMO level, eV: -8.17
SMILES string: S=C(c1ccco1)N1CCOCC1
Lowest unoccupied orbital energy, eV: 0.2

***

[7]
Formula: C32H25N7O3ReS2
Source: OMol25
Level of theory: ωB97M-V/def2-TZVPD

Structure (XYZ):
```
70
Properties=species:S:1:pos:R:3
Re -0.441 0.149 0.089
N -2.285 4.128 0.438
C -1.531 3.050 0.116
S -0.822 2.155 1.423
N -1.359 2.813 -1.156
N -0.559 1.695 -1.381
C -0.068 1.623 -2.565
C 0.758 0.532 -3.059
C 1.016 0.481 -4.434
C 1.783 -0.523 -4.990
C 2.332 -1.493 -4.151
C 2.117 -1.444 -2.787
C 1.330 -0.438 -2.219
O 1.173 -0.444 -0.894
H -2.500 4.318 1.397
H -2.681 4.686 -0.296
H -0.309 2.438 -3.242
H 0.590 1.253 -5.066
H 1.963 -0.554 -6.056
H 2.933 -2.290 -4.571
H 2.551 -2.180 -2.121
O -2.417 0.274 0.348
C -3.242 -0.768 0.483
C -4.546 -0.646 -0.008
C -5.446 -1.687 0.108
C -5.080 -2.878 0.735
C -3.807 -2.991 1.256
C -2.873 -1.957 1.135
C -1.583 -2.101 1.791
N -0.578 -1.338 1.560
N 0.534 -1.518 2.382
C 1.382 -0.551 2.161
O 1.192 0.415 1.321
C 2.648 -0.517 2.937
C 2.973 -1.542 3.822
C 4.161 -1.492 4.531
C 5.028 -0.418 4.364
C 4.703 0.606 3.486
C 3.515 0.557 2.771
H -4.819 0.290 -0.478
H -6.448 -1.572 -0.287
H -5.786 -3.692 0.827
H -3.512 -3.897 1.775
H -1.465 -2.847 2.572
H 2.286 -2.369 3.943
H 4.414 -2.290 5.217
H 5.958 -0.382 4.918
H 5.375 1.445 3.357
H 3.247 1.344 2.080
S -2.301 -3.934 -4.867
C -1.941 -2.893 -3.464
C -2.492 -1.625 -3.362
C -2.108 -0.810 -2.317
N -1.225 -1.205 -1.392
C -0.725 -2.445 -1.464
C -1.060 -3.315 -2.480
C -0.859 -3.467 -5.818
C 0.291 -4.240 -5.782
C 1.393 -3.817 -6.512
N 1.410 -2.709 -7.247
C 0.297 -1.979 -7.276
C -0.860 -2.312 -6.586
H -3.187 -1.259 -4.105
H -2.499 0.192 -2.205
H -0.004 -2.716 -0.705
H -0.612 -4.298 -2.518
H 0.330 -5.148 -5.195
H 2.308 -4.400 -6.503
H 0.329 -1.080 -7.882
H -1.738 -1.683 -6.642
```

Computed properties:
2S+1: 2
Energy above the lowest of the compared OMol25 structures with the same formula, charge and spin, kcal per mole: 0.0
M, Da: 805.9
HOMO level (alpha / beta), eV: -7.11 / -6.91
Lowest unoccupied orbital energy (alpha / beta), eV: -0.5 / -0.6

***

[8]
Formula: C14H31F8N2NbO2
Source: OMol25
Level of theory: ωB97M-V/def2-TZVPD

Structure (XYZ):
```
58
Properties=species:S:1:pos:R:3
N -0.391 1.333 3.315
C 0.306 0.073 3.622
C -0.597 -0.935 4.342
C -1.070 -2.135 3.448
Nb -3.091 -1.718 2.512
C -2.342 -1.333 0.396
C -0.860 -1.279 0.193
O -0.487 -1.005 -1.201
C 0.818 -0.596 -1.346
C 1.840 -1.760 -1.527
F 1.178 -2.844 -1.882
F 2.622 -1.425 -2.562
C 2.708 -2.003 -0.277
F 3.785 -1.210 -0.404
F 2.097 -1.641 0.820
C 3.237 -3.438 -0.071
F 3.883 -3.429 1.099
F 2.269 -4.293 0.056
C 4.278 -3.900 -1.092
F 3.830 -3.824 -2.333
F 4.527 -5.186 -0.834
H 0.222 2.123 3.457
H -0.801 1.343 2.392
H 0.812 -0.371 2.764
H 1.090 0.349 4.322
H -0.080 -1.361 5.203
H -1.454 -0.406 4.727
H -0.283 -2.475 2.773
H -1.234 -2.954 4.147
H -2.877 0.097 2.811
H -4.807 -1.478 1.895
H -3.283 -3.531 2.188
H -3.827 -1.830 4.186
H -2.732 -0.354 0.097
H -2.770 -2.038 -0.317
H -0.440 -0.478 0.801
H -0.443 -2.247 0.451
H 1.138 0.085 -0.556
H 0.871 -0.021 -2.273
H 5.209 -3.367 -0.932
C -0.310 4.615 -3.523
C -0.998 3.258 -3.506
C -1.847 2.983 -2.270
O -1.005 2.709 -1.174
C -0.726 3.820 -0.312
N 0.053 2.178 -3.496
H 0.501 4.675 -2.796
H 0.121 4.818 -4.505
H -1.024 5.406 -3.304
H -1.586 3.135 -4.415
H -2.425 2.070 -2.448
H -2.563 3.780 -2.065
H -1.520 4.567 -0.343
H 0.227 4.280 -0.580
H -0.640 3.434 0.702
H 0.818 2.353 -4.146
H -0.347 1.258 -3.697
H 0.420 2.121 -2.533
```

Computed properties:
2S+1: 1
M, Da: 504.3
HOMO level, eV: -6.45
Lowest unoccupied orbital energy, eV: -1.5

***

[9]
Formula: C22H38IrO3P2S
Source: OMol25
Level of theory: ωB97M-V/def2-TZVPD

Structure (XYZ):
```
67
Properties=species:S:1:pos:R:3
P -1.806 1.100 2.139
P -2.794 -0.775 -0.027
C -3.108 1.801 0.960
C -3.885 0.626 0.431
H -2.589 2.433 0.216
H -3.762 2.433 1.545
H -4.697 0.242 1.047
H -4.239 0.933 -0.537
C -2.623 -0.143 -1.723
H -1.910 -0.672 -2.356
H -2.520 0.931 -1.717
H -3.623 -0.401 -2.026
C -3.233 -2.439 -0.604
H -4.062 -2.116 -1.233
H -3.561 -3.101 0.217
H -2.403 -2.837 -1.218
C -1.646 3.057 2.705
H -1.013 3.096 3.607
H -2.671 3.383 2.992
H -1.258 3.688 1.878
C -3.091 0.715 3.427
H -3.603 -0.040 2.822
H -3.792 1.519 3.692
H -2.506 0.324 4.279
Ir -1.485 -0.937 1.649
C -0.522 2.263 -2.590
C -0.794 3.552 -3.020
C 0.377 4.353 -3.495
C 1.021 5.085 -2.198
C 0.298 4.808 -0.939
C 0.557 3.886 0.030
C 0.802 2.415 -0.216
C 0.660 1.853 -1.660
C -2.717 -2.011 2.783
H -0.862 1.487 -3.309
H -1.842 3.973 -3.095
H 0.296 5.042 -4.350
H 1.158 3.632 -3.855
H 2.067 4.751 -2.145
H 1.024 6.199 -2.382
H -0.558 5.438 -0.728
H 0.469 4.041 1.136
H 0.244 1.771 0.521
H 1.835 2.169 0.084
H 1.564 2.230 -2.148
H 0.672 0.770 -1.627
H -2.545 -3.081 2.928
H -3.780 -1.798 3.059
H -2.027 -1.471 3.476
C 6.858 -5.657 -0.299
C 5.595 -4.843 -0.106
C 5.583 -3.604 0.569
C 4.406 -2.970 0.871
C 3.170 -3.422 0.334
C 3.156 -4.683 -0.356
C 4.376 -5.317 -0.584
S 0.347 -2.408 -0.147
O 2.114 -2.650 0.530
O 0.282 -1.024 0.493
O -0.494 -3.271 0.678
H 7.596 -5.186 -0.951
H 7.349 -5.856 0.652
H 6.594 -6.618 -0.737
H 6.524 -3.169 0.868
H 4.375 -2.100 1.531
H 2.213 -5.169 -0.600
H 4.441 -6.230 -1.174
```

Computed properties:
2S+1: 6
Energy above the lowest of the compared OMol25 structures with the same formula, charge and spin, kcal per mole: 77.3
M, Da: 636.8
HOMO level (alpha / beta), eV: -11.76 / -12.63
Charge: +2
Lowest unoccupied orbital energy (alpha / beta), eV: -6.5 / -8.8

***

[10]
Formula: C12H17BN6O2Pd
Source: OMol25
Level of theory: ωB97M-V/def2-TZVPD

Structure (XYZ):
```
39
Properties=species:S:1:pos:R:3
C -0.639 2.495 1.106
N -0.006 1.503 0.441
N -0.065 1.782 -0.906
C -0.560 3.027 -1.065
C -0.949 3.518 0.179
B 0.331 0.833 -2.086
N 1.685 0.207 -1.643
N 2.029 -0.237 -0.371
C 3.260 -0.780 -0.439
C 3.792 -0.511 -1.711
C 2.776 0.119 -2.424
Pd 1.031 -0.049 1.498
N -0.786 -0.256 -2.326
N -1.099 -1.045 -1.270
C -2.160 -1.775 -1.587
C -2.533 -1.516 -2.928
C -1.629 -0.536 -3.364
H -2.590 -2.449 -0.862
H -1.552 -0.012 -4.296
H -3.336 -1.989 -3.469
H 0.454 1.459 -3.103
H 2.749 0.527 -3.417
H -0.565 3.477 -2.050
H 4.776 -0.744 -2.046
H -1.376 4.486 0.394
H 3.679 -1.328 0.397
H -0.831 2.434 2.174
H 0.909 -1.868 1.252
C 1.502 -1.841 2.196
H 2.427 -2.335 1.938
H 1.816 -0.822 2.660
H 0.958 -2.365 2.968
C -2.237 -0.569 4.128
O -0.928 -0.626 3.504
C -0.873 -0.312 2.198
O -1.871 -0.254 1.487
H -2.707 -1.554 4.075
H -2.850 0.175 3.614
H -2.032 -0.269 5.151
```

Computed properties:
2S+1: 5
Energy above the lowest of the compared OMol25 structures with the same formula, charge and spin, kcal per mole: 0.7
M, Da: 394.5
HOMO level (alpha / beta), eV: -23.72 / -23.46
Charge: +4
Lowest unoccupied orbital energy (alpha / beta), eV: -15.2 / -17.9

***

[11]
Formula: C10H13BFeO3
Source: OMol25
Level of theory: ωB97M-V/def2-TZVPD

Structure (XYZ):
```
28
Properties=species:S:1:pos:R:3
O -1.914 1.018 -3.275
C -1.634 0.558 -2.247
Fe -1.576 0.060 -0.502
C -3.299 -0.269 -0.569
O -4.459 -0.333 -0.633
C -1.993 1.669 0.081
O -2.499 2.695 0.304
C 0.569 0.353 -0.314
C 0.775 0.666 1.129
C -0.133 -0.159 2.074
C -1.422 -0.553 1.395
C -1.443 -1.718 0.561
C -0.377 -1.991 -0.305
C 0.362 -0.931 -0.860
H 0.851 1.160 -1.008
H 1.836 0.528 1.390
H 0.565 1.739 1.296
H 0.415 -1.051 2.423
H -0.359 0.435 2.973
H -2.327 -0.322 1.970
H -2.279 -2.421 0.655
H -0.289 -2.986 -0.754
H 0.847 -1.097 -1.828
H 2.675 0.549 -0.576
B 3.964 0.596 -0.790
H 4.554 1.111 0.167
H 4.386 -0.555 -0.945
H 4.204 1.250 -1.811
```

Computed properties:
2S+1: 5
M, Da: 247.9
HOMO level (alpha / beta), eV: -7.28 / -8.73
Lowest unoccupied orbital energy (alpha / beta), eV: -0.3 / -3.8

***

[12]
Formula: C4H9OS
Source: OMol25
Level of theory: ωB97M-V/def2-TZVPD

Structure (XYZ):
```
15
Properties=species:S:1:pos:R:3
O -1.520 2.290 1.673
C -0.302 1.842 1.478
C -0.222 0.892 0.213
C 1.175 0.214 0.009
C 1.074 -1.267 -0.246
S -0.157 -1.893 -1.568
H 0.396 2.717 1.538
H 0.166 1.139 2.346
H -0.443 1.597 -0.713
H -1.003 0.116 0.423
H 1.856 0.228 1.006
H 1.766 0.872 -0.645
H 2.015 -1.595 -0.626
H 0.824 -1.779 0.665
H -1.250 -1.414 -1.014
```

Computed properties:
2S+1: 1
Energy above the lowest of the compared OMol25 structures with the same formula, charge and spin, kcal per mole: 47.6
M, Da: 105.2
HOMO level, eV: -2.23
Charge: -1
SMILES string: [O-]CCCCS
Lowest unoccupied orbital energy, eV: 3.2

***

These records have F_max values of 1.6; 6.3; 0.8; 4.5; 5.0; 1.0; 1.9; 2.2; 7.0; 7.8; 8.2; 2.6 eV/A, in the order they appear.